One molecule with the formula C2H3IN2O3S in a non-equilibrium geometry. Source: OMol25; level of theory: the ωB97M-V functional and the def2-TZVPD basis.

Each line ends with the natural charge from an NBO analysis.
Geometry (Å):
C1 -0.31049 0.06486 -0.71733  0.4686
C2 -1.08818 -0.60985 -1.73583  -0.8422
N1 0.83314 0.52804 -0.92804  -0.2227
N2 0.91743 1.24924 2.65469  -1.0717
O1 -0.73043 0.07971 0.58793  -0.6465
O2 1.18030 -1.06693 1.59676  -0.8853
O3 1.35406 1.11693 0.22043  -0.5070
S1 0.72790 0.28101 1.48897  2.2857
I1 0.19071 -1.36375 -3.23785  0.4836
H1 -1.76668 0.23774 -2.07149  0.2529
H2 -1.81647 -1.43941 -1.47374  0.2653
H3 0.50870 0.92241 3.61548  0.4193

The orbital gap (spin up / spin down) is 6.35 / 6.52 eV. Its HOMO energy (spin up / spin down) is -0.2152 / -0.3799 Ha. The value obtained for the LUMO energy (spin up / spin down) is 0.49 / -3.81 eV. The largest force on an atom is 0.1248 hartree/bohr. The spin multiplicity is 3.